1.
ORCA calculation (ωB97M-V/def2-TZVPD) on a molecular structure, C22H55ClIrP2Si in a non-equilibrium geometry.

Each line ends with the Löwdin spin population.
CARTESIAN COORDINATES (ANGSTROEM)
Ir (-0.618, 0.738, 0.174)  1.70
P (0.039, 1.354, 2.229)  0.19
C (-1.109, 2.616, 2.929)  0.02
C (0.249, 0.121, 3.623)  0.05
C (1.632, 2.280, 2.026)  0.04
C (-2.588, 2.412, 2.590)  0.02
H (-0.784, 3.545, 2.404)  0.01
C (-0.980, 2.854, 4.437)  0.00
H (-1.533, 2.089, 5.016)  0.00
H (-1.436, 3.835, 4.688)  0.00
H (0.059, 2.881, 4.799)  0.00
H (-2.809, 2.755, 1.560)  0.02
H (-3.215, 2.995, 3.282)  0.00
H (-2.885, 1.352, 2.667)  0.00
H (1.291, 3.088, 1.340)  0.02
C (2.739, 1.517, 1.315)  0.02
C (2.187, 2.950, 3.290)  0.01
H (1.601, 3.835, 3.587)  0.00
H (3.221, 3.298, 3.094)  0.00
H (2.237, 2.249, 4.140)  0.00
H (2.363, 0.636, 0.774)  0.01
H (3.533, 1.174, 2.011)  0.00
H (3.227, 2.179, 0.567)  0.00
C (-1.028, -0.686, 3.824)  0.01
H (0.396, 0.753, 4.529)  0.01
C (1.470, -0.782, 3.518)  0.01
H (-1.853, -0.077, 4.237)  0.00
H (-0.839, -1.511, 4.534)  0.00
H (-1.367, -1.132, 2.871)  0.01
H (1.575, -1.215, 2.500)  0.00
H (1.366, -1.630, 4.222)  0.00
H (2.411, -0.256, 3.773)  0.00
Cl (-0.225, -1.745, 0.601)  0.53
H (-2.275, 0.742, 0.565)  0.08
H (0.750, 1.118, -0.503)  0.09
P (-1.304, 0.157, -2.195)  0.16
C (-0.543, 1.321, -3.398)  0.02
C (-1.037, -1.516, -2.940)  0.02
C (-3.111, 0.573, -2.252)  0.04
C (0.890, 1.747, -3.102)  0.03
H (-1.181, 2.233, -3.289)  0.01
C (-0.631, 0.870, -4.864)  0.00
H (0.165, 0.141, -5.109)  0.00
H (-0.476, 1.748, -5.527)  0.00
H (-1.605, 0.430, -5.139)  0.00
H (0.928, 2.487, -2.279)  0.02
H (1.327, 2.236, -3.998)  0.00
H (1.531, 0.900, -2.849)  0.01
H (-3.069, 1.652, -1.987)  0.01
C (-3.967, -0.131, -1.195)  0.01
C (-3.764, 0.452, -3.631)  0.01
H (-3.441, 1.248, -4.321)  0.00
H (-4.862, 0.550, -3.515)  0.00
H (-3.574, -0.532, -4.096)  0.00
H (-3.362, -0.641, -0.434)  0.01
H (-4.657, -0.865, -1.652)  0.00
H (-4.588, 0.627, -0.679)  0.00
C (0.390, -1.930, -2.982)  0.10
H (-1.331, -1.395, -3.994)  0.00
C (-1.901, -2.629, -2.348)  0.00
H (1.021, -1.422, -3.736)  0.00
H (0.551, -3.002, -3.010)  0.01
H (0.887, -1.632, -1.962)  0.04
H (-1.802, -2.709, -1.253)  0.00
H (-1.591, -3.602, -2.782)  0.00
H (-2.973, -2.495, -2.602)  0.00
C (1.668, -3.698, 0.740)  0.04
Si (2.395, -2.269, -0.258)  0.37
C (3.963, -1.912, 0.610)  0.10
C (2.734, -3.422, -1.694)  0.06
C (0.581, -0.325, -1.008)  0.82
H (2.427, -4.476, 0.772)  0.01
H (0.813, -4.112, 0.253)  0.00
H (1.427, -3.434, 1.761)  0.00
H (4.355, -2.908, 0.688)  0.02
H (4.647, -1.293, 0.016)  0.00
H (3.783, -1.509, 1.603)  0.00
H (1.875, -4.036, -1.885)  0.00
H (3.100, -2.968, -2.613)  0.00
H (3.492, -4.104, -1.309)  0.01
H (1.502, -0.614, -0.342)  0.12
H (1.515, -0.120, -1.428)  0.06

<S²>: 8.766
Largest force on an atom in Eh/bohr: 0.077
Energy in eV: -65509.970
Multiplicity: 6
Frontier orbital gap (alpha / beta) in eV: 4.11 / 5.35

***

2.
ORCA calculation (ωB97M-V/def2-TZVPD) on a gas-phase ion, C2H7N2O (charge +1) in a non-equilibrium geometry.

Each line ends with the Mulliken charge.
CARTESIAN COORDINATES (ANGSTROEM)
N (-1.151, 0.642, 1.266)  -0.36
C (-0.202, -0.046, 0.598)  0.58
O (0.168, -1.184, 0.735)  -0.54
C (0.410, 0.753, -0.599)  -0.63
N (0.676, -0.283, -1.629)  -0.33
H (-1.080, 1.646, 1.210)  0.24
H (-1.508, 0.278, 2.140)  0.29
H (-0.131, 1.575, -1.070)  0.36
H (1.301, 1.267, -0.177)  0.33
H (1.207, -0.058, -2.474)  0.34
H (1.262, -1.023, -1.207)  0.37
H (-0.210, -0.748, -1.837)  0.36

Total charge: +1
Largest force on an atom in Eh/bohr: 0.031
Energy in eV: -7208.786
Frontier orbital gap in eV: 11.40
Structure (SMILES): NC(=O)C[NH3+]